C29H59ClP2Si3W as an isolated structure, computed with ωB97M-V/def2-TZVPD.

Last column: Löwdin spin population.
CARTESIAN COORDINATES (ANGSTROEM)
W -0.06 -0.02 -0.99  1.204
C 2.05 -0.14 -2.37  0.008
C 1.29 -1.33 -2.53  -0.008
C 0.01 -0.92 -3.07  0.044
Si 2.03 -3.03 -2.13  0.000
C 0.01 0.50 -3.20  0.055
C 1.29 0.99 -2.74  0.001
Si 2.02 2.74 -2.64  0.000
H 3.09 -0.11 -2.00  0.003
H -0.77 -1.59 -3.41  0.006
H -0.77 1.09 -3.64  0.008
Cl -5.35 0.17 1.23  0.000
C 3.87 2.63 -2.53  0.000
C 1.52 3.78 -4.08  0.000
C 3.88 -2.89 -2.03  0.000
C 1.53 -4.31 -3.37  0.000
H 2.18 3.57 -4.94  0.000
H 1.64 4.86 -3.84  0.000
H 0.48 3.63 -4.42  0.000
H 4.21 2.10 -1.62  0.000
H 4.30 3.65 -2.52  0.000
H 4.30 2.10 -3.41  0.000
H 2.18 -4.22 -4.27  0.000
H 0.48 -4.24 -3.71  0.000
H 1.69 -5.33 -2.96  0.000
H 4.31 -2.52 -2.99  0.000
H 4.31 -3.89 -1.83  0.000
H 4.20 -2.21 -1.22  0.000
C 1.36 3.40 -0.98  0.005
C 1.36 -3.40 -0.39  0.005
P -0.26 2.66 -0.58  -0.009
H 1.42 4.52 -0.95  0.001
H 2.07 3.03 -0.20  0.000
P -0.27 -2.60 -0.14  -0.006
H 2.06 -2.90 0.32  0.000
H 1.41 -4.50 -0.17  0.001
C -0.78 -3.08 1.61  0.009
C -1.39 -3.71 -1.20  -0.008
C -1.38 3.57 -1.83  -0.007
C -0.78 3.44 1.06  0.002
C -0.57 2.52 2.19  0.025
H -1.87 3.62 0.96  0.000
C -0.08 4.76 1.42  0.001
H 0.99 4.60 1.64  0.000
H -0.55 5.18 2.34  0.000
H -0.17 5.52 0.63  0.000
H -1.10 1.56 1.93  0.007
H -1.06 2.79 3.13  0.001
H 0.50 2.29 2.39  0.006
H -0.93 3.27 -2.80  0.000
C -1.38 5.11 -1.77  -0.002
C -2.81 3.03 -1.78  0.000
H -0.36 5.53 -1.78  0.000
H -1.93 5.48 -0.89  0.000
H -1.90 5.50 -2.67  -0.001
H -2.85 1.98 -2.11  0.000
H -3.45 3.63 -2.45  0.000
H -3.24 3.09 -0.76  0.000
H -0.94 -3.58 -2.21  0.000
C -2.81 -3.17 -1.23  0.000
C -1.38 -5.21 -0.87  -0.002
H -0.36 -5.63 -0.81  0.000
H -1.91 -5.75 -1.69  -0.001
H -1.92 -5.42 0.07  0.000
H -2.85 -2.18 -1.73  0.000
H -3.24 -3.06 -0.22  0.000
H -3.46 -3.87 -1.81  0.000
C -0.57 -2.05 2.60  0.090
C -0.09 -4.31 2.21  0.007
H -1.86 -3.27 1.56  0.000
H 0.99 -4.11 2.40  0.000
H -0.17 -5.19 1.56  0.001
H -0.56 -4.57 3.19  0.000
H 0.55 -1.85 2.74  0.009
H -1.10 -2.11 3.58  0.004
H -1.18 -1.04 2.15  0.021
C -2.13 0.06 -0.17  0.010
H -2.80 -0.02 -1.06  0.015
H -2.55 -0.76 0.51  0.005
H -2.54 0.98 0.37  0.005
C -1.76 0.18 4.98  0.004
Si 0.02 0.05 4.42  0.020
C 0.99 1.48 4.98  0.000
C 0.89 -1.42 5.22  0.003
C 0.08 0.01 2.42  0.382
C 0.16 0.07 1.00  0.068
H -1.72 0.26 6.06  0.001
H -2.38 -0.67 4.71  0.000
H -2.20 1.08 4.57  0.000
H 1.00 1.42 6.06  0.000
H 2.00 1.40 4.60  0.000
H 0.54 2.41 4.68  0.000
H 0.45 -2.40 5.07  0.000
H 1.93 -1.46 4.89  0.000
H 0.89 -1.22 6.29  0.000

2S+1: 3
Kohn-Sham gap (alpha / beta): 5.97 / 4.88 eV
LUMO (alpha / beta): 0.0011 / -0.0389 Ha


A 3-piece molecular cluster, C29H59N2O7S3 overall, computed with ωB97M-V/def2-TZVPD.

Last column: Löwdin charge in e.
CARTESIAN COORDINATES (ANGSTROEM)
C -4.72 3.45 -0.55  -0.094
C -3.35 3.00 -1.12  -0.255
C -2.33 3.09 -0.01  -0.233
C -0.87 2.74 -0.35  -0.200
C -0.61 1.72 -1.46  -0.189
C -1.24 0.33 -1.23  -0.183
C -0.31 -0.72 -0.56  -0.130
C -1.06 -1.35 0.64  -0.105
C -0.96 -2.85 0.78  -0.068
C -1.38 -3.78 -0.19  -0.091
C -1.97 -3.52 -1.56  -0.135
C -3.38 -2.93 -1.64  -0.177
C -3.72 -2.83 -3.13  -0.202
C -5.18 -2.42 -3.41  -0.159
C -5.26 -1.15 -4.28  -0.223
O -6.30 -0.30 -3.88  -0.149
C -7.58 -0.86 -4.09  -0.285
C -8.65 0.22 -4.02  -0.054
C -1.25 -5.11 0.08  -0.011
C -0.70 -5.56 1.26  -0.525
S -0.50 -7.25 1.62  0.902
C -0.31 -4.65 2.18  -0.316
N 0.22 -5.06 3.42  0.100
N -0.43 -3.34 1.92  0.079
C 0.07 -2.41 2.98  -0.107
C -1.09 -1.77 3.75  -0.214
C -1.54 -2.59 4.95  -0.081
H -5.14 4.26 -1.13  0.068
H -4.60 3.79 0.48  0.063
H -5.42 2.63 -0.51  0.062
H -3.14 3.65 -1.96  0.110
H -3.50 1.99 -1.49  0.088
H -2.33 4.13 0.30  0.110
H -2.68 2.53 0.86  0.106
H -0.36 2.49 0.57  0.104
H -0.42 3.67 -0.70  0.105
H -0.98 2.11 -2.40  0.108
H 0.46 1.58 -1.52  0.095
H -1.53 -0.05 -2.20  0.103
H -2.17 0.46 -0.68  0.085
H 0.52 -0.15 -0.15  0.094
H 0.11 -1.43 -1.25  0.110
H -2.11 -1.12 0.64  0.121
H -0.67 -0.86 1.52  0.083
H -2.04 -4.48 -2.05  0.109
H -1.33 -2.92 -2.18  0.119
H -3.47 -1.93 -1.23  0.107
H -4.14 -3.55 -1.18  0.122
H -3.51 -3.79 -3.59  0.112
H -3.06 -2.12 -3.61  0.102
H -5.61 -3.20 -4.03  0.110
H -5.78 -2.33 -2.52  0.112
H -5.41 -1.43 -5.32  0.123
H -4.34 -0.58 -4.23  0.114
H -7.80 -1.58 -3.30  0.107
H -7.63 -1.40 -5.04  0.119
H -8.19 1.12 -3.63  0.076
H -9.09 0.41 -4.98  0.070
H -9.41 -0.08 -3.31  0.068
H -1.59 -5.82 -0.65  0.123
H -0.94 -7.80 0.48  -0.102
H -0.36 -5.79 3.82  0.086
H 1.13 -5.49 3.26  0.111
H 0.81 -2.87 3.60  0.120
H 0.57 -1.62 2.44  0.117
H -0.77 -0.77 4.03  0.122
H -1.92 -1.63 3.08  0.105
H -1.97 -3.52 4.59  0.069
H -2.32 -2.04 5.47  0.078
H -0.70 -2.79 5.60  0.079
O 3.07 0.64 -0.47  -0.300
S 4.07 1.56 -0.95  0.561
O 4.27 1.75 -2.35  -0.260
O 5.46 1.26 -0.26  -0.272
C 6.01 -0.07 -0.39  -0.247
C 6.57 -0.34 -1.77  -0.068
C 3.79 3.13 -0.21  -0.118
H 5.26 -0.81 -0.11  0.112
H 6.81 -0.13 0.35  0.122
H 5.78 -0.35 -2.52  0.071
H 7.07 -1.31 -1.79  0.084
H 7.28 0.43 -2.05  0.091
H 3.66 2.99 0.86  0.070
H 2.88 3.53 -0.65  0.074
H 4.63 3.77 -0.42  0.069
O 8.37 2.95 2.04  -0.264
S 7.14 3.55 2.43  0.560
O 6.32 4.24 1.49  -0.279
O 7.39 4.48 3.68  -0.260
C 8.38 5.53 3.57  -0.239
C 7.91 6.69 2.72  -0.072
C 6.14 2.34 3.24  -0.115
H 9.31 5.11 3.19  0.117
H 8.57 5.86 4.59  0.123
H 7.77 6.39 1.68  0.070
H 8.65 7.49 2.75  0.085
H 6.96 7.07 3.08  0.085
H 6.75 1.82 3.98  0.077
H 5.80 1.65 2.47  0.059
H 5.30 2.84 3.70  0.077

Total charge: +1
Kohn-Sham gap: 8.03 eV
LUMO: -0.1223 Ha